The following is a DFT calculation (ωB97M-V/def2-TZVPD) of a single CH4Se molecule in a non-equilibrium geometry.

LUMO energy (eV): 0.760
Calculated total energy (eV): -66447.163
Gap between HOMO and LUMO (eV): 9.5
Strongest force on any atom (eV/Å): 3.36
Energy relative to the best compared isomer or geometry (same formula, charge and spin) (kcal per mole): 5.26
E_HOMO (eV): -8.7632
Net charge: 0
SMILES string: C[SeH]

Cartesian coordinates (Å):
C -0.36 0.05 0.33
Se -0.07 0.91 -1.50
H -1.19 0.80 0.62
H -0.46 -1.02 0.53
H 0.54 0.41 0.84
H 1.02 -0.01 -1.97